Record 1
{"formula": "BrO4V2", "method": "wB97M-V/def2-TZVPD", "e_tot_ev": -129596.856, "e_homo_ev": -12.8, "multiplicity": 1, "max_force_ev_per_a": 2.5, "lumo_energy_ev": -8.15, "e_above_lowest_kcal_mol": 26.9, "charge": 1, "elements": ["Br", "V", "V", "O", "O", "O", "O"], "positions_angstrom": [[-0.0050, 0.8902, 4.1002], [0.0326, 0.2667, -3.1287], [-0.1881, -0.2542, 1.9099], [0.8471, 0.1072, -1.7991], [-0.8820, -0.9514, -3.1483], [1.2957, -0.1740, 1.4209], [-1.1003, 0.1155, 0.6450]]}

***

Record 2
{"formula": "BrOP", "method": "wB97M-V/def2-TZVPD", "e_tot_ev": -81379.472, "e_homo_ev": -10.7, "multiplicity": 1, "max_force_ev_per_a": 1.3, "lumo_energy_ev": -1.25, "e_above_lowest_kcal_mol": 0.0, "charge": 0, "elements": ["Br", "P", "O"], "positions_angstrom": [[1.6023, -1.1863, -1.2902], [0.4596, -0.4272, 0.5038], [-0.5583, 0.4582, -0.0019]]}

***

Record 3
{"formula": "BrSr", "method": "wB97M-V/def2-TZVPD", "e_tot_ev": -70871.938, "e_homo_ev": -14.9, "multiplicity": 1, "max_force_ev_per_a": 5.6, "lumo_energy_ev": -5.53, "e_above_lowest_kcal_mol": 16.4, "charge": 1, "elements": ["Sr", "Br"], "positions_angstrom": [[-13.2243, 30.2460, -23.8758], [-14.9657, 29.8234, -25.3662]]}

***

Record 4
{"formula": "BrTi", "method": "wB97M-V/def2-TZVPD", "e_tot_ev": -93154.948, "e_homo_ev": [-7.6, -9.2], "multiplicity": 4, "max_force_ev_per_a": 1.8, "lumo_energy_ev": [-1.15, -1.00], "s_squared": 3.754, "e_above_lowest_kcal_mol": 6.6, "charge": 0, "elements": ["Br", "Ti"], "positions_angstrom": [[1.1504, 0.4561, -0.5835], [-1.1504, -0.4561, 0.5835]]}

***

Record 5
{"formula": "BrZr", "method": "wB97M-V/def2-TZVPD", "e_tot_ev": -71277.753, "e_homo_ev": -28.6, "multiplicity": 1, "max_force_ev_per_a": 4.7, "lumo_energy_ev": -21.27, "e_above_lowest_kcal_mol": 20.2, "charge": 3, "elements": ["Zr", "Br"], "positions_angstrom": [[0.7024, 1.0294, 0.3453], [-0.7024, -1.0294, -0.3453]]}

***

Record 6
{"formula": "C100H220N10O20", "method": "wB97M-V/def2-TZVPD", "e_tot_ev": -163098.447, "e_homo_ev": -7.8, "multiplicity": 1, "max_force_ev_per_a": 4.9, "lumo_energy_ev": 0.25, "e_above_lowest_kcal_mol": 156.5, "charge": 0, "elements": ["O", "O", "O", "O", "O", "O", "O", "O", "O", "O", "O", "O", "O", "O", "O", "O", "O", "O", "O", "O", "N", "N", "N", "N", "N", "N", "N", "N", "N", "N", "C", "C", "C", "C", "C", "C", "C", "C", "C", "C", "C", "C", "C", "C", "C", "C", "C", "C", "C", "C", "C", "C", "C", "C", "C", "C", "C", "C", "C", "C", "C", "C", "C", "C", "C", "C", "C", "C", "C", "C", "C", "C", "C", "C", "C", "C", "C", "C", "C", "C", "C", "C", "C", "C", "C", "C", "C", "C", "C", "C", "C", "C", "C", "C", "C", "C", "C", "C", "C", "C", "C", "C", "C", "C", "C", "C", "C", "C", "C", "C", "C", "C", "C", "C", "C", "C", "C", "C", "C", "C", "C", "C", "C", "C", "C", "C", "C", "C", "C", "C", "H", "H", "H", "H", "H", "H", "H", "H", "H", "H", "H", "H", "H", "H", "H", "H", "H", "H", "H", "H", "H", "H", "H", "H", "H", "H", "H", "H", "H", "H", "H", "H", "H", "H", "H", "H", "H", "H", "H", "H", "H", "H", "H", "H", "H", "H", "H", "H", "H", "H", "H", "H", "H", "H", "H", "H", "H", "H", "H", "H", "H", "H", "H", "H", "H", "H", "H", "H", "H", "H", "H", "H", "H", "H", "H", "H", "H", "H", "H", "H", "H", "H", "H", "H", "H", "H", "H", "H", "H", "H", "H", "H", "H", "H", "H", "H", "H", "H", "H", "H", "H", "H", "H", "H", "H", "H", "H", "H", "H", "H", "H", "H", "H", "H", "H", "H", "H", "H", "H", "H", "H", "H", "H", "H", "H", "H", "H", "H", "H", "H", "H", "H", "H", "H", "H", "H", "H", "H", "H", "H", "H", "H", "H", "H", "H", "H", "H", "H", "H", "H", "H", "H", "H", "H", "H", "H", "H", "H", "H", "H", "H", "H", "H", "H", "H", "H", "H", "H", "H", "H", "H", "H", "H", "H", "H", "H", "H", "H", "H", "H", "H", "H", "H", "H", "H", "H", "H", "H", "H", "H", "H", "H", "H", "H", "H", "H", "H", "H", "H", "H", "H", "H", "H", "H", "H", "H", "H", "H", "H", "H", "H", "H", "H", "H", "H", "H", "H", "H", "H", "H"], "positions_angstrom": [[6.0468, -4.3827, 0.1335], [-5.4409, 3.1191, 1.5414], [0.9856, -4.9212, -5.4735], [-0.8491, 0.8201, 7.1059], [2.2443, -3.2581, -3.4596], [2.0241, 7.7404, -1.4497], [4.7589, 2.6680, 2.1585], [5.9260, -4.4765, 3.7902], [0.7588, -5.1569, 1.5459], [3.5441, -6.1460, 3.8443], [3.9764, 0.9216, 5.6321], [-3.8874, -6.7909, -2.8751], [-8.2838, -1.3908, 1.5431], [-1.7537, -1.8102, -7.1084], [8.5609, -1.3306, 0.1121], [-0.2526, 2.5289, 4.7391], [0.8842, -2.6570, -0.2836], [5.3991, 0.9779, -5.0531], [5.4711, 0.2564, 3.2980], [-3.5841, 1.9882, 5.9831], [3.9532, 0.2438, 6.8200], [1.5668, 7.5251, -0.1423], [-3.0056, -7.3902, -1.9666], [0.6663, -1.2249, -0.2253], [-5.3915, 4.0172, 0.3999], [8.7567, -1.4555, -1.3333], [-8.2169, -2.0853, 0.3836], [4.6049, 2.0391, -4.9285], [-2.3758, -0.8086, -6.4230], [-4.6980, 1.3732, 5.3680], [0.1378, 7.8887, 2.3469], [6.3808, -1.6176, -1.7273], [-3.6487, -1.2764, -5.7925], [4.2015, 0.2731, 9.3317], [-0.0719, 6.6867, 1.3963], [7.9550, -1.2624, -3.5801], [0.3836, 1.1986, 6.4821], [-6.7152, 4.5511, -0.0746], [-8.2350, -0.0823, -1.0641], [6.4728, -4.6315, 2.5009], [-8.9723, -2.4292, -1.9948], [-4.2773, 0.2990, 4.4960], [5.0630, 2.6899, -7.2907], [2.8630, -1.8518, 5.8876], [-0.9033, 0.7889, -0.0115], [10.5090, -1.5503, -3.2302], [-0.7281, 0.8891, -7.1305], [-0.9811, -7.3474, -3.6005], [3.8184, 2.3983, 8.0905], [-4.1763, -0.2229, -4.7310], [0.3731, -3.7952, -4.9416], [-10.5228, -1.2002, -0.2117], [-5.7476, -1.8910, -0.1858], [3.7366, -1.8310, 8.1183], [7.5780, 0.6393, -1.8819], [0.8577, -3.5636, -3.4493], [0.2351, 6.9248, -0.1314], [2.5682, 3.9916, -5.6179], [10.7461, 0.2079, -1.3224], [9.4040, -0.9080, -4.0538], [-3.3425, 0.7846, 3.3443], [-1.5148, -1.5081, 0.9259], [-2.0104, -5.0704, -1.2927], [-4.7119, 2.0858, -1.0773], [-4.3596, 1.1109, -5.4270], [-7.4050, 5.3514, 1.1129], [1.1633, 10.0243, 0.0827], [-2.4407, -9.3714, -3.3132], [-2.8581, 0.6767, -8.4484], [-6.7524, -0.5019, 4.6173], [6.4316, 3.6408, -5.3364], [-3.5826, -0.8341, 5.2566], [-0.9445, -8.8483, -1.5176], [-7.6523, -3.0132, -2.3761], [3.4245, 9.0745, 0.5837], [-2.2805, 0.5434, -7.0151], [-5.8223, 0.3723, 7.4622], [4.5598, 1.0202, 7.9720], [6.1455, 2.2605, 2.1201], [-0.7511, -0.7398, -0.1827], [5.3598, -1.8411, 6.1973], [-7.1309, -3.7599, -1.1755], [-6.5374, -3.7385, 1.2848], [2.0328, -5.1806, 2.2058], [-3.9251, -6.1506, -0.0511], [-2.9456, 1.5700, -6.0147], [0.2682, 5.5354, -0.8724], [-0.9534, 7.7322, -0.7000], [-2.9625, 3.4876, 0.1370], [2.1483, -6.1080, 3.4414], [5.7272, -3.8421, 1.3966], [-1.3008, -1.0468, -1.6042], [3.0690, -0.7429, 0.0356], [5.0078, 3.1217, -5.8126], [1.5409, 8.4543, 2.0470], [-7.0455, 0.7789, 5.3354], [-0.4633, -7.8750, -0.4333], [0.2837, 1.2736, 5.0310], [-6.3998, 5.5669, -1.2571], [10.9788, -2.3676, -0.9307], [1.6730, -0.5428, 0.6656], [3.1709, 1.6151, -4.6579], [3.9754, -1.2488, 6.6686], [-2.6598, -6.4455, -0.8966], [3.0847, 0.7829, -3.3806], [6.2089, 0.7415, 2.1422], [1.4908, 1.0283, 0.7108], [-3.4216, -2.5779, -4.9460], [-4.7872, -1.6137, -6.8387], [-1.6782, -7.1737, 0.1204], [-6.9364, -2.7936, 0.0774], [7.6831, -0.8724, -2.1450], [2.7236, 0.7615, -5.8900], [1.7661, -0.9954, 2.1464], [-9.0223, -1.4347, -0.7311], [1.8908, 8.7442, 0.6194], [2.2394, 2.8653, -4.5804], [-5.4519, -0.3770, 3.7420], [4.0610, 4.3044, -5.6943], [-4.3681, 3.5485, -0.5582], [-6.4685, 2.6917, 6.7520], [-1.8581, -8.1544, -2.6155], [4.5253, -1.2253, 9.2389], [6.1041, 1.1560, 7.7400], [10.1750, -1.2560, -1.6781], [0.0482, 1.4509, 0.9662], [-5.4321, 5.0243, -2.3075], [-5.9416, 1.2988, 6.2328], [-4.1354, 4.5842, -1.7041], [-7.7622, 3.4398, -0.5225], [-0.6759, 5.0965, -1.1953], [-2.4433, -0.0409, -9.1563], [-2.2598, -4.7254, -2.2961], [-2.5238, -1.1320, 1.0953], [-2.8909, 4.4845, 0.5720], [-7.7973, -3.7336, -3.1811], [-2.2160, -7.8641, 0.7701], [7.1079, -0.9172, -4.1729], [-2.2754, -4.3152, -0.5529], [1.2506, 1.1959, 4.5338], [-8.0293, -0.0444, -2.1338], [-3.7216, 1.7350, 2.9686], [-4.3248, -7.0499, 0.4175], [-7.3124, 5.8498, -1.7817], [-2.7236, -0.5198, 5.8494], [10.7072, -2.6010, -3.4419], [5.6480, 3.3904, -7.8867], [-4.8052, -2.4342, -0.2563], [-5.9576, -0.7034, 7.3499], [-2.6604, -2.5211, -4.1680], [3.1537, 1.4001, -2.4849], [6.6643, 1.0744, -2.2867], [6.5865, 0.1787, 7.7222], [-5.2525, -1.4349, 3.5712], [5.2860, -2.9161, 6.0329], [3.7123, -7.0026, 4.2438], [6.5621, 2.7303, 3.0112], [-3.3641, 1.3239, 6.6403], [-1.6288, -9.8387, -3.8706], [0.0895, 9.9812, 0.2652], [-1.0058, -0.3390, -2.3789], [8.5654, -2.2561, 0.3672], [-2.1012, 3.3665, -0.5200], [-0.9658, -5.3783, -1.3390], [3.1473, 0.3518, 9.5973], [6.9467, -4.7169, 0.1428], [-3.0499, 0.0820, 2.5641], [2.7744, -2.9316, 6.0075], [1.4812, -5.8010, 4.2469], [3.8807, 0.0440, -3.2881], [1.7715, -7.0612, 3.0705], [2.6532, -3.6150, -4.2515], [-0.2029, 1.2651, 2.0105], [3.6745, 9.5262, 1.5437], [-4.4414, -1.9919, -7.8008], [-0.0430, -8.4454, 0.3950], [-7.4349, 4.6576, 1.9530], [-4.3402, -2.8939, -4.4515], [-5.5724, -4.2147, 1.1110], [-0.2995, 0.4575, 4.6046], [8.4390, 1.1960, -2.2519], [4.6398, 0.8661, 10.1344], [1.1143, 0.4213, 6.7055], [4.5668, 3.4809, 1.6854], [3.3275, -1.8012, 0.0015], [3.0301, -0.4273, -1.0070], [9.4300, 0.1745, -3.9288], [5.5290, -1.1913, -2.2572], [4.0727, 2.7297, -7.7444], [0.0294, -9.1670, -1.8892], [-6.6684, 3.3512, 5.9074], [3.5256, 0.0734, -6.1574], [-4.5854, 1.8673, -4.6753], [-6.5862, -3.2399, 2.2528], [1.2011, 2.5875, -4.7619], [0.0597, 7.6630, 3.4104], [0.7192, 5.6303, -1.8602], [5.7116, -1.4784, 5.2315], [6.1603, -1.7069, 6.9248], [-10.8848, -2.0891, 0.3049], [-1.0494, -1.2994, 1.8893], [0.5303, 5.8774, 1.8094], [-8.7285, 3.9118, -0.6999], [6.2345, -1.4851, -0.6553], [-0.6533, 8.3408, -1.5530], [-11.3108, -0.8459, -0.8763], [1.9689, 4.8808, -5.4223], [0.8998, 2.0691, 6.8868], [1.4664, -2.7058, -1.0454], [-3.7751, -5.3733, 0.6982], [2.2787, -4.1687, 2.5277], [4.9017, 0.7592, 5.4348], [-7.3493, 2.6364, 7.3917], [-9.3667, -1.7891, -2.7840], [-0.7154, -3.7381, -4.9338], [-5.8590, 6.4143, -0.8357], [-8.9205, 0.7626, -0.9978], [-5.0581, -0.5462, -4.1780], [2.3143, 3.2897, -3.5793], [-4.7991, 0.5290, 7.8036], [7.9086, -2.3501, -3.5283], [-3.1448, -3.3342, -5.6805], [-4.7056, -5.7579, -0.7028], [4.6490, -3.8480, 1.5564], [-6.7941, 6.1828, 1.4645], [-1.0583, 6.2806, 1.6203], [-0.1845, 0.1916, -7.7677], [-7.2476, -4.5634, 1.3413], [2.0282, -2.0526, 2.1882], [-5.8156, 4.2193, -2.9343], [-0.1533, 2.5168, 0.8600], [-4.5283, 1.3081, -0.3361], [6.7102, 2.7032, 1.2996], [5.1125, -4.9860, 3.7765], [-7.8400, -4.5583, -0.9568], [-2.8456, 1.6479, -8.9432], [-3.3326, -0.1518, -4.0445], [9.4456, -1.1607, -5.1133], [2.3810, 3.6879, -6.6479], [-0.4858, 8.7785, 2.2602], [-5.3926, -0.7821, -7.1993], [7.5387, -4.4216, 2.4111], [-0.5462, 1.9049, -7.4817], [2.7670, 2.1646, 8.2583], [-3.0652, -9.0758, -4.1562], [-3.3863, -6.2582, -3.4969], [1.2430, 10.2193, -0.9868], [-7.9181, 2.5967, 0.1505], [2.9904, -1.8068, 4.8060], [-7.3771, 0.2625, -0.4869], [3.9745, 8.1525, 0.3955], [3.7933, -0.1197, 0.5602], [-2.9602, 2.5703, -6.4476], [10.5203, 0.6302, -0.3433], [-4.0590, 1.7985, -1.9016], [-0.2545, 0.7639, -6.1568], [-5.6581, 0.0703, 2.7697], [-6.1686, -4.1320, -1.5271], [-1.2881, 8.3593, 0.1263], [0.6974, -4.4037, -2.7736], [-6.6035, 0.6622, 8.1650], [6.5699, 1.6043, 8.6175], [0.7394, -2.9452, -5.5172], [-10.4598, -0.4625, 0.5882], [3.8400, 3.0215, 7.1965], [3.6697, 9.8539, -0.1378], [-5.7039, 3.1200, 7.4001], [-8.3747, 5.7207, 0.7793], [6.0493, -2.8128, 1.5544], [2.7372, -5.4240, 1.4103], [2.5189, 6.9623, -1.7169], [2.0525, 1.4353, 1.5516], [0.5744, -2.6188, -2.9854], [2.1844, 0.1814, -3.2545], [-2.3833, -0.9493, -1.5213], [-0.9795, -2.0606, -1.8428], [6.3298, -2.6651, -2.0242], [-0.8398, 1.1369, 8.0121], [-5.2413, 5.8365, -3.0090], [10.4819, -3.3284, -0.7966], [-1.1413, 2.5977, 5.0957], [-2.8921, -10.0989, -2.6386], [-3.3867, 4.2199, -2.4076], [4.3553, 4.9448, -4.8628], [0.6271, -4.4066, 0.9617], [-3.7298, 5.4700, -1.2153], [-5.6821, -1.1211, 0.5829], [1.8263, 1.4989, -0.2134], [4.1393, 4.9593, -6.5621], [-5.6906, 2.0038, -1.5500], [5.5031, 1.6936, -7.3321], [-0.9225, 1.3167, -0.9650], [-2.9643, 2.7662, 0.9541], [6.4889, -5.7113, 2.3533], [5.8374, 0.3784, 1.1840], [2.6806, -1.7995, 8.3868], [-7.9809, 0.6566, 5.8814], [4.6168, 0.6943, 3.3034], [7.1407, 2.8145, -5.2855], [-2.1892, 1.5846, -5.2299], [1.9495, -1.3361, 6.1837], [11.9462, -2.5386, -1.4029], [-5.9760, -1.3953, -1.1293], [-2.2745, -2.0469, -7.8794], [5.7553, 0.8013, -4.1793], [2.6096, -0.6732, 2.7570], [-7.3821, 3.0290, -1.4579], [1.7876, 0.2625, -5.6390], [10.4060, 1.0050, -1.9834], [11.1550, -2.1459, 0.1219], [2.5130, 1.3858, -6.7583], [6.3969, 1.7331, 6.8629], [-1.8566, 1.0395, 0.4538], [-4.9987, 1.1302, -6.3098], [4.3270, -1.7335, 10.1826], [-3.8956, 0.3519, -8.3692], [0.8799, 4.8019, -0.3471], [0.2403, -7.0937, -0.7211], [-1.8735, 7.2584, -1.0422], [-6.7391, -1.3679, 5.2791], [-1.2949, -6.4368, 0.8263], [7.2122, 0.3161, 2.1650], [1.5463, 9.3322, 2.6930], [-7.2721, 1.6538, 4.7260], [-1.5374, -6.7437, -4.3176], [-9.7524, -3.1792, -1.8644], [1.8817, -4.7235, -5.7555], [-4.2574, -1.3804, 5.9157], [-5.5273, -2.3145, -6.4525], [5.6038, -1.3746, 9.1863], [-1.4824, -2.5788, 0.7246], [7.6167, 0.8186, -0.8074], [-3.0642, -1.5265, 4.5934], [11.4244, -1.1072, -3.6222], [-0.3860, -8.0171, -4.2213], [6.4335, 4.1272, -4.3610], [-2.3200, 0.9675, 3.6748], [-7.7215, -0.6620, 1.2707], [6.8437, 4.3614, -6.0428], [-0.2719, -6.6773, -3.1145], [4.2063, 3.0628, 8.8625], [2.2714, 7.8213, 2.5508], [11.8291, 0.2323, -1.4432], [-5.3645, 3.6782, 2.3181], [0.8185, -0.8466, 2.6642], [3.9198, -2.9003, 8.0130], [-1.5013, -9.6852, -1.0962], [1.5667, 10.9066, 0.5796], [-6.9139, -2.3507, -2.8278], [-7.6458, -0.5818, 3.9980]]}